1.
{"formula": "C24H24N2O8S2", "method": "ωB97M-V with the def2-TZVPD basis set", "elements": ["C", "O", "C", "O", "C", "N", "S", "O", "O", "C", "C", "C", "C", "C", "S", "O", "O", "N", "C", "C", "O", "O", "C", "C", "C", "C", "C", "C", "C", "C", "C", "C", "C", "C", "C", "C", "H", "H", "H", "H", "H", "H", "H", "H", "H", "H", "H", "H", "H", "H", "H", "H", "H", "H", "H", "H", "H", "H", "H", "H"], "positions_angstrom": [[6.41, 1.51, 0.09], [5.16, 0.84, 0.25], [4.22, 1.14, -0.64], [4.37, 1.93, -1.53], [2.91, 0.41, -0.35], [3.05, -0.72, 0.53], [2.61, -2.22, -0.03], [3.52, -3.19, 0.51], [2.41, -2.18, -1.45], [0.99, -2.47, 0.72], [0.37, -3.69, 0.54], [-0.91, -3.89, 1.04], [-1.57, -2.86, 1.68], [-0.93, -1.65, 1.84], [-1.77, -0.23, 2.54], [-0.92, 0.44, 3.47], [-3.09, -0.62, 2.95], [-1.85, 0.72, 1.17], [-2.92, 0.40, 0.26], [-3.33, 1.66, -0.49], [-2.88, 2.75, -0.28], [-4.25, 1.39, -1.41], [-4.71, 2.50, -2.18], [-2.48, -0.68, -0.70], [-3.34, -1.72, -1.03], [-2.91, -2.72, -1.89], [-1.63, -2.69, -2.41], [-0.78, -1.64, -2.09], [-1.21, -0.64, -1.25], [0.35, -1.44, 1.37], [1.95, 1.45, 0.20], [1.89, 1.70, 1.57], [1.00, 2.64, 2.07], [0.19, 3.35, 1.20], [0.27, 3.13, -0.16], [1.14, 2.18, -0.66], [6.27, 2.59, 0.17], [6.84, 1.27, -0.88], [7.05, 1.14, 0.89], [2.53, 0.03, -1.31], [3.91, -0.74, 1.06], [0.90, -4.47, 0.02], [-1.40, -4.85, 0.90], [-2.57, -2.97, 2.06], [-1.70, 1.71, 1.31], [-3.80, 0.06, 0.83], [-5.50, 2.11, -2.82], [-5.09, 3.29, -1.53], [-3.90, 2.90, -2.79], [-4.33, -1.75, -0.61], [-3.58, -3.53, -2.14], [-1.29, -3.48, -3.07], [0.23, -1.63, -2.48], [-0.55, 0.18, -0.99], [0.82, -0.48, 1.52], [2.53, 1.15, 2.24], [0.95, 2.80, 3.13], [-0.50, 4.09, 1.59], [-0.36, 3.69, -0.83], [1.21, 2.01, -1.73]], "nbo_charge": [-0.259, -0.522, 0.798, -0.576, -0.199, -0.885, 2.311, -0.926, -0.944, -0.241, -0.177, -0.205, -0.155, -0.333, 2.330, -0.929, -0.942, -0.894, -0.203, 0.808, -0.603, -0.494, -0.260, 0.066, -0.231, -0.212, -0.214, -0.199, -0.255, -0.199, 0.054, -0.249, -0.187, -0.237, -0.182, -0.248, 0.199, 0.200, 0.200, 0.266, 0.441, 0.236, 0.227, 0.246, 0.452, 0.250, 0.202, 0.197, 0.195, 0.213, 0.214, 0.216, 0.234, 0.229, 0.262, 0.220, 0.227, 0.223, 0.226, 0.223], "mol_weight_g_mol": 532.60, "multiplicity": 1, "lumo_energy_ev": 0.2580, "smiles": "COC(=O)[C@@H](NS(=O)(=O)c1cccc(S(=O)(=O)N[C@@H](C(=O)OC)c2ccccc2)c1)c1ccccc1", "homo_ev": -9.26, "relative_energy_kcal_mol": 0.0}

***

2.
{"formula": "C24H24N3O3S", "method": "ωB97M-V with the def2-TZVPD basis set", "elements": ["C", "N", "C", "H", "H", "H", "C", "C", "H", "H", "C", "N", "C", "O", "C", "C", "C", "C", "C", "C", "C", "C", "C", "C", "H", "H", "H", "H", "H", "H", "H", "C", "N", "C", "C", "C", "C", "C", "C", "S", "H", "O", "C", "O", "H", "H", "H", "H", "H", "H", "H", "H", "H", "H", "H"], "positions_angstrom": [[-2.47, -4.20, -1.12], [-1.58, -3.08, -1.43], [-2.01, -2.43, -2.67], [-1.94, -3.11, -3.53], [-3.05, -2.11, -2.57], [-1.39, -1.56, -2.86], [-0.18, -3.49, -1.55], [0.42, -4.13, -0.30], [0.01, -5.13, -0.15], [1.49, -4.24, -0.46], [0.21, -3.34, 1.00], [0.72, -1.98, 0.94], [2.11, -1.82, 1.24], [2.69, -2.71, 1.79], [2.74, -0.57, 0.77], [2.42, 0.00, -0.44], [3.09, 1.14, -0.90], [2.78, 1.75, -2.14], [3.45, 2.87, -2.55], [4.45, 3.43, -1.74], [4.78, 2.87, -0.54], [4.11, 1.71, -0.09], [4.43, 1.10, 1.14], [3.77, -0.02, 1.56], [4.02, -0.51, 2.49], [5.22, 1.52, 1.75], [5.55, 3.30, 0.08], [4.97, 4.32, -2.09], [3.21, 3.33, -3.49], [2.01, 1.31, -2.75], [1.67, -0.44, -1.08], [-0.15, -0.96, 0.81], [-1.34, -1.12, 0.26], [-2.14, 0.00, 0.31], [-3.43, 0.10, -0.20], [-4.04, 1.32, -0.04], [-3.41, 2.41, 0.61], [-2.14, 2.32, 1.12], [-1.52, 1.08, 0.96], [0.09, 0.63, 1.49], [-1.66, 3.15, 1.61], [-4.24, 3.47, 0.62], [-5.44, 3.05, -0.02], [-5.28, 1.70, -0.43], [-6.28, 3.13, 0.68], [-5.62, 3.68, -0.90], [-3.93, -0.72, -0.68], [-0.84, -3.30, 1.28], [0.77, -3.84, 1.80], [-0.06, -4.20, -2.38], [0.40, -2.59, -1.80], [-1.56, -2.00, -0.40], [-2.42, -4.98, -1.88], [-3.49, -3.83, -1.06], [-2.21, -4.63, -0.15]], "nbo_charge": [-0.420, -0.462, -0.417, 0.206, 0.211, 0.211, -0.225, -0.428, 0.228, 0.240, -0.231, -0.485, 0.699, -0.520, -0.208, -0.152, 0.004, -0.192, -0.201, -0.182, -0.174, -0.061, -0.168, -0.169, 0.239, 0.228, 0.222, 0.227, 0.226, 0.208, 0.202, 0.345, -0.543, 0.118, -0.294, 0.326, 0.256, -0.259, -0.212, 0.495, 0.252, -0.455, 0.230, -0.470, 0.176, 0.176, 0.234, 0.210, 0.265, 0.210, 0.200, 0.457, 0.202, 0.216, 0.210], "mol_weight_g_mol": 434.54, "multiplicity": 1, "lumo_energy_ev": -3.0924, "charge": 1, "homo_ev": -10.80}

***

3.
{"formula": "C24H24N4O3S", "method": "ωB97M-V with the def2-TZVPD basis set", "elements": ["C", "C", "C", "C", "C", "C", "C", "H", "H", "C", "O", "N", "C", "N", "C", "C", "C", "C", "C", "C", "H", "H", "N", "C", "H", "C", "N", "C", "O", "C", "C", "C", "C", "O", "H", "H", "H", "C", "H", "C", "H", "H", "H", "H", "H", "H", "H", "H", "H", "S", "H", "H", "H", "H", "H", "H"], "positions_angstrom": [[9.35, -0.64, 0.79], [7.99, -0.32, 0.58], [7.44, 0.85, 1.25], [5.99, 1.00, 1.14], [5.14, 0.08, 0.21], [5.61, -0.91, -0.27], [6.92, -1.23, -0.04], [7.40, -1.93, -0.86], [4.99, -1.45, -1.02], [3.71, 0.57, 0.29], [3.05, 1.41, 1.22], [2.93, 0.35, -0.96], [1.71, 0.22, -1.30], [0.96, 1.15, -0.28], [-0.45, 1.30, -0.48], [-1.22, 1.46, -1.42], [-2.48, 1.52, -1.45], [-3.26, 1.63, -0.22], [-2.38, 1.71, 0.82], [-1.15, 1.47, 0.97], [-0.62, 1.33, 1.69], [-3.09, 1.73, 2.00], [-4.62, 1.92, -0.28], [-5.41, 2.02, 1.07], [-4.81, 2.84, 1.30], [-5.49, 0.63, 1.60], [-4.98, -0.62, 0.80], [-3.91, -0.99, 1.27], [-3.72, -1.12, 2.59], [-3.13, -2.03, 0.44], [-2.58, -1.63, -0.90], [-1.80, -2.87, -1.27], [-1.86, -3.65, -0.06], [-2.74, -3.31, 0.81], [-1.49, -4.71, 0.13], [-1.12, -2.77, -1.98], [-2.69, -0.85, -1.63], [-5.52, -0.46, -0.27], [-6.61, -0.68, -0.45], [-5.45, 1.03, -1.12], [-4.72, 0.71, -2.00], [-6.45, 1.42, -1.19], [-5.12, -1.32, -1.06], [-6.70, 0.27, 1.76], [-5.20, 0.63, 2.52], [-6.15, 2.36, 0.63], [-2.95, 1.72, -2.40], [-0.50, 1.33, -2.45], [1.44, 1.39, 0.46], [1.09, -0.23, -2.56], [3.60, -0.17, -1.62], [5.52, 1.90, 1.66], [8.10, 1.43, 1.80], [9.93, 0.14, 1.15], [9.82, -1.03, -0.14], [9.48, -1.35, 1.63]], "nbo_charge": [-0.671, 0.076, -0.235, -0.105, -0.168, -0.215, -0.214, 0.210, 0.221, 0.689, -0.619, -0.611, 0.144, -0.612, 0.156, -0.231, -0.306, 0.205, -0.233, -0.159, 0.185, 0.155, -0.427, -0.261, 0.248, -0.217, -0.434, 0.638, -0.655, 0.166, -0.261, -0.333, 0.140, -0.366, 0.196, 0.214, 0.241, -0.211, 0.198, -0.234, 0.232, 0.209, 0.212, 0.195, 0.231, 0.185, 0.214, 0.203, 0.411, 0.032, 0.393, 0.252, 0.215, 0.228, 0.233, 0.248], "mol_weight_g_mol": 448.55, "multiplicity": 1, "lumo_energy_ev": -1.0154, "homo_ev": -6.87, "relative_energy_kcal_mol": 513.5}